Entry 1:
DFT (wB97M-V/def2-TZVPD) results for C61H52Ge2NNaOP as an isolated structure.

Total energy: -194375.27028 eV

```
! wB97M-V def2-TZVPD RIJCOSX def2/J DEFGRID3
* xyz -2 2
Na 0.801 0.152 -0.203
O 3.405 -0.997 -0.962
N 3.048 -0.909 0.431
C 4.083 -0.479 1.116
C 4.020 -0.286 2.518
C 5.231 -0.019 3.221
C 5.304 -0.041 4.585
C 4.145 -0.331 5.359
C 2.940 -0.497 4.709
C 2.810 -0.444 3.311
P 1.154 -0.356 2.567
C 0.338 -1.911 3.134
C 1.074 -3.055 3.444
C 0.433 -4.259 3.726
C -0.953 -4.339 3.695
C -1.695 -3.208 3.374
C -1.055 -2.010 3.093
C 0.287 0.910 3.617
C -0.290 0.693 4.868
C -0.874 1.736 5.577
C -0.896 3.020 5.044
C -0.340 3.251 3.794
C 0.240 2.203 3.090
H 2.734 -1.600 -1.300
H 5.020 -0.287 0.595
H 6.125 0.181 2.636
H 6.249 0.157 5.079
H 4.202 -0.392 6.440
H 2.051 -0.659 5.308
H 2.156 -2.994 3.459
H 1.021 -5.138 3.965
H -1.451 -5.279 3.906
H -2.778 -3.264 3.318
H -1.642 -1.141 2.817
H -0.306 -0.308 5.286
H -1.320 1.544 6.548
H -1.354 3.834 5.595
H -0.373 4.242 3.353
H 0.652 2.386 2.101
C 0.711 2.393 -3.554
Ge 1.046 2.634 -1.578
C 2.720 3.762 -1.785
C 3.961 3.234 -1.409
C 5.144 3.954 -1.568
C 5.112 5.235 -2.103
C 3.890 5.785 -2.482
C 2.716 5.055 -2.326
C -0.277 4.145 -1.255
C -1.362 4.311 -2.084
C -2.331 5.325 -1.881
C -2.223 6.188 -0.832
C -1.146 6.054 0.083
C -1.028 6.912 1.208
C -0.010 6.762 2.105
C 0.945 5.734 1.921
C 0.858 4.901 0.842
C -0.182 5.031 -0.123
H 0.643 3.351 -4.081
H -0.200 1.817 -3.751
H 1.550 1.827 -3.968
H 4.000 2.236 -0.980
H 6.090 3.517 -1.265
H 6.028 5.802 -2.225
H 3.856 6.788 -2.894
H 1.771 5.504 -2.624
H -1.487 3.648 -2.935
H -3.161 5.417 -2.573
H -2.954 6.973 -0.675
H -1.775 7.688 1.350
H 0.063 7.421 2.963
H 1.745 5.603 2.641
H 1.595 4.117 0.707
C -3.631 0.605 1.445
C -2.850 1.368 0.577
C -2.100 0.769 -0.423
C -2.032 -0.642 -0.584
C -2.842 -1.389 0.312
C -3.626 -0.779 1.278
H -4.220 1.072 2.224
H -2.832 2.449 0.670
H -1.542 1.399 -1.110
H -2.832 -2.473 0.249
H -4.228 -1.399 1.937
C -1.146 -1.245 -1.553
Ge -1.507 -2.924 -2.301
C -0.707 -4.460 -1.357
C 0.149 -4.251 -0.274
C 0.784 -5.318 0.356
C 0.571 -6.615 -0.094
C -0.282 -6.841 -1.173
C -0.913 -5.771 -1.796
C -3.420 -3.374 -2.488
C -4.044 -4.349 -1.708
C -5.425 -4.523 -1.741
C -6.210 -3.719 -2.557
C -5.608 -2.737 -3.336
C -4.229 -2.565 -3.293
C -0.683 -3.006 -4.086
C 0.672 -2.673 -4.202
C 1.316 -2.697 -5.433
C 0.614 -3.058 -6.579
C -0.731 -3.390 -6.484
C -1.371 -3.361 -5.247
H -0.771 -0.561 -2.318
H 0.306 -3.238 0.092
H 1.440 -5.132 1.199
H 1.064 -7.449 0.392
H -0.451 -7.853 -1.525
H -1.572 -5.958 -2.640
H -3.445 -4.978 -1.057
H -5.890 -5.281 -1.119
H -7.286 -3.844 -2.574
H -6.215 -2.092 -3.961
H -3.773 -1.771 -3.880
H 1.227 -2.381 -3.317
H 2.364 -2.425 -5.499
H 1.114 -3.079 -7.541
H -1.286 -3.666 -7.374
H -2.425 -3.619 -5.188
*
```

Löwdin atomic charge list, values in e, 2 entries:
1 Na 0.038
2 O -0.133

---

Entry 2:
DFT (wB97M-V/def2-TZVPD) results for a 2-piece molecular cluster, C6H5Cl3N2O overall.

SMILES: N#CC(Cl)(Cl)Cl.CC(=O)C=C=N
Relative energy (zero: lowest compared OMol25 entry of this formula, charge and spin): 0.00 kcal/mol

```
! wB97M-V def2-TZVPD RIJCOSX def2/J DEFGRID3
* xyz 0 1
N -2.281 0.770 -1.965
C -2.564 0.417 -0.916
C -2.873 -0.013 0.425
Cl -1.671 0.694 1.528
Cl -4.506 0.567 0.857
Cl -2.799 -1.789 0.508
C 1.926 -0.745 1.186
C 1.764 -1.186 -0.253
O 1.983 -2.325 -0.606
C 1.307 -0.168 -1.196
C 1.026 1.072 -0.895
N 0.575 2.138 -0.565
H 2.196 0.305 1.256
H 0.979 -0.898 1.706
H 2.679 -1.362 1.673
H 1.193 -0.497 -2.219
H 1.066 3.019 -0.525
*
```

natural (NBO) atomic charge list, values in e, 2 entries:
1 N -0.220
2 C 0.194

---

> Which formula does entry 2 have?

C6H5Cl3N2O